Arrangement 1

The following is a DFT calculation (ωB97M-V/def2-TZVPD) of an isolated molecule of C2HCl3S2.

Calculated values
E_LUMO = -0.044 Ha
Frontier orbital gap = 8.10 eV
Highest occupied orbital energy = -9.31 eV

Each atom is followed by the atoms it is bonded to, with distances in Å.
Atoms and positions in Å:
1 Cl 1.09337 2.22641 -1.35168  C6 1.806
2 Cl 1.28926 0.76700 1.21470  C6 1.854
3 Cl -1.19954 2.12494 0.57896  C6 1.846
4 S -0.64732 -1.42761 -1.03021  S5 2.095, C7 1.550
5 S -0.02094 -2.85017 0.37516  S4 2.095, H8 1.247
6 C 0.17284 1.17470 -0.20853  Cl1 1.806, Cl2 1.854, Cl3 1.846, C7 1.449
7 C -0.47265 0.11065 -0.95024  S4 1.550, C6 1.449
8 H -0.21501 -2.12591 1.37185  S5 1.247

Arrangement 2

The following is a DFT calculation (ωB97M-V/def2-TZVPD) of a cluster of 2 separate species, C2HCl3S2 in total.

Calculated values
E_LUMO = -0.003 Ha
Frontier orbital gap = 9.69 eV
Highest occupied orbital energy = -9.78 eV

Each atom is followed by the atoms it is bonded to, with distances in Å.
Atoms and positions in Å:
1 Cl 0.26313 -1.54455 2.62605  C7 1.758
2 Cl 1.92499 0.93156 3.22769  C7 1.727
3 Cl 1.88256 -0.30747 0.66286  C7 1.851
4 S -0.64180 0.98927 1.74206  C7 1.847, H8 1.278
5 S -2.68612 -1.75531 -0.10115  C6 1.508
6 C -1.69143 -0.75100 -0.62667  S5 1.508
7 C 0.88052 0.03983 2.18053  Cl1 1.758, Cl2 1.727, Cl3 1.851, S4 1.847
8 H 0.02616 2.07605 1.81850  S4 1.278

The most stable arrangement is arrangement 1, and the next structure is 0.0022 hartree less stable.